1.
{"formula": "C5H11N", "method": "ωB97M-V/def2-TZVPD", "max_force_ev_per_a": 5.98, "smiles": "C=CC.C=CN", "e_homo_ev": -8.06, "total_energy_ev": -6849.706, "lumo_ev": 0.849, "e_above_lowest_ev": 3.822, "mol_weight_g_mol": 85.15, "orbital_gap_ev": 8.9, "spin_multiplicity": 1, "elements": ["C", "C", "C", "H", "H", "H", "H", "H", "H", "C", "C", "N", "H", "H", "H", "H", "H"], "coordinates": [[-3.01268, 2.37319, 1.11978], [-3.25446, 2.04918, -0.17001], [-2.89777, 0.64989, -0.58249], [-2.76143, 3.38149, 1.57373], [-2.92357, 1.51892, 1.69533], [-3.68118, 2.78166, -0.87926], [-1.97906, 0.35167, -0.19550], [-2.91980, 0.45064, -1.62560], [-3.59569, -0.12540, -0.09489], [3.06947, -2.72841, -0.78141], [3.05625, -1.67124, 0.19415], [3.79615, -0.53355, 0.11221], [3.35338, -2.63480, -1.89061], [2.40471, -3.50835, -0.47522], [3.02581, -1.89180, 1.25329], [4.73463, -0.48757, -0.33867], [3.58523, 0.02447, 1.08518]], "forces_ev_per_a": [[0.112, 2.107, -1.764], [0.110, 1.103, 0.987], [-3.115, -1.189, 0.903], [-1.211, -1.260, -0.724], [0.944, -1.340, 1.705], [0.829, -0.413, 0.153], [1.843, -0.142, 0.464], [-0.063, 0.045, -0.946], [0.556, 1.088, -0.778], [-0.819, 3.575, 1.454], [2.635, -4.350, -3.139], [-0.080, 3.537, 2.757], [-0.396, 0.090, 2.034], [0.095, -0.822, -0.184], [-1.758, -0.744, 0.052], [-1.460, 0.078, 0.747], [1.780, -1.363, -3.721]], "mulliken_charge": [-0.7189, 0.0636, -1.0997, 0.2363, 0.2800, 0.3050, 0.3301, 0.3334, 0.2695, -0.7246, 0.0137, -0.5090, 0.2387, 0.2547, 0.2399, 0.2225, 0.2649]}

---

2.
{"formula": "C5H11N", "method": "ωB97M-V/def2-TZVPD", "max_force_ev_per_a": 0.39, "e_homo_ev": -8.25, "total_energy_ev": -6849.455, "lumo_ev": -0.024, "e_above_lowest_ev": 4.074, "mol_weight_g_mol": 85.15, "orbital_gap_ev": 8.2, "spin_multiplicity": 1, "elements": ["C", "C", "C", "C", "N", "C", "H", "H", "H", "H", "H", "H", "H", "H", "H", "H", "H"], "coordinates": [[-1.87318, -2.04749, -0.46850], [-1.34564, -0.62699, -0.73883], [-0.36470, -0.27567, 0.32072], [0.98242, 0.06847, -0.22311], [1.37469, 1.37197, 0.32073], [1.80287, 1.31268, 1.71024], [-1.06725, -2.78477, -0.54292], [-2.30592, -2.11411, 0.53260], [-2.63366, -2.30757, -1.21050], [-0.98164, -0.54729, -1.77908], [-2.19439, 0.06483, -0.62373], [0.58450, 2.00539, 0.23729], [1.06470, 0.10569, -1.32407], [1.70259, -0.68546, 0.13063], [1.85185, 2.32899, 2.11161], [2.81207, 0.88588, 1.74714], [1.13917, 0.70847, 2.34473]], "forces_ev_per_a": [[-0.069, -0.157, 0.043], [0.051, 0.060, 0.002], [0.045, 0.036, -0.384], [-0.014, -0.093, -0.063], [-0.168, 0.104, 0.026], [0.136, 0.017, 0.183], [-0.122, 0.097, 0.021], [0.055, -0.001, -0.138], [0.096, 0.032, 0.113], [-0.004, -0.025, 0.162], [0.100, -0.088, 0.012], [0.119, -0.027, -0.007], [-0.075, -0.002, 0.153], [-0.109, 0.069, -0.032], [0.014, -0.152, -0.026], [-0.130, 0.033, 0.032], [0.076, 0.095, -0.097]], "mulliken_charge": [-1.1409, -0.2198, -0.4303, -0.3337, -0.3541, -0.8424, 0.3223, 0.3157, 0.3338, 0.2889, 0.2532, 0.2412, 0.3381, 0.2808, 0.3351, 0.2815, 0.3305]}

---

3.
{"formula": "C5H11N", "method": "ωB97M-V/def2-TZVPD", "max_force_ev_per_a": 5.33, "e_homo_ev": -8.25, "total_energy_ev": -6848.007, "lumo_ev": -0.205, "e_above_lowest_ev": 5.522, "mol_weight_g_mol": 85.15, "orbital_gap_ev": 8.0, "spin_multiplicity": 1, "elements": ["C", "C", "C", "C", "C", "N", "H", "H", "H", "H", "H", "H", "H", "H", "H", "H", "H"], "coordinates": [[1.50551, 0.83869, 0.98090], [1.74733, -0.10961, -0.21069], [0.50607, -0.97041, -0.47085], [-0.81263, -0.15653, -0.59538], [-1.57253, 0.07235, 0.56158], [-2.86813, -0.32691, 0.35004], [2.34382, 1.45885, 1.22912], [1.31550, 0.30476, 1.92437], [0.56192, 1.30778, 0.71543], [1.88749, 0.63160, -0.98282], [2.61081, -0.74952, -0.24979], [0.56742, -1.46583, -1.45862], [0.28810, -1.78873, 0.21217], [-1.37265, -0.24030, -1.53282], [0.04168, 1.40912, -0.99737], [-3.27072, -0.22723, -0.57906], [-3.47898, 0.01191, 1.10380]], "forces_ev_per_a": [[-0.010, -2.058, 0.893], [-0.706, 0.326, 0.894], [-1.380, 0.376, -1.802], [3.412, 2.920, -2.862], [-2.417, -0.701, 1.437], [1.201, 2.186, 1.427], [0.276, 0.809, -0.433], [-0.114, -0.154, -0.283], [0.417, 0.788, 0.502], [-0.190, -0.236, -1.103], [0.598, -0.164, 0.648], [0.378, 0.152, 0.375], [0.525, 0.112, 0.582], [0.196, -0.359, -0.142], [-2.299, -2.813, 0.705], [-0.002, -0.571, -0.198], [0.115, -0.612, -0.642]], "mulliken_charge": [-0.8287, -0.9846, -0.1069, -0.5128, -0.5422, -0.2882, 0.3574, 0.2714, 0.1968, 0.3663, 0.3919, 0.2442, 0.3534, 0.3406, 0.1962, 0.2261, 0.3190]}

---

4.
{"formula": "C5H11N", "method": "ωB97M-V/def2-TZVPD", "max_force_ev_per_a": 4.96, "total_charge": 1, "e_homo_ev": [-14.28, -14.44], "total_energy_ev": -6838.836, "s2": 0.809, "lumo_ev": [-8.385, -7.796], "e_above_lowest_ev": 7.196, "mol_weight_g_mol": 85.15, "orbital_gap_ev": [5.9, 6.6], "spin_multiplicity": 2, "elements": ["C", "N", "C", "C", "C", "C", "H", "H", "H", "H", "H", "H", "H", "H", "H", "H", "H"], "coordinates": [[0.03676, -1.35178, 1.49862], [0.47993, 1.86217, 1.13456], [0.19202, 0.86835, 0.05774], [0.31729, -0.69687, 0.15847], [0.01563, -1.49821, -1.02887], [-0.54469, 1.50080, -1.14243], [-1.01150, -1.19448, 1.77717], [0.10994, -2.41309, 1.25429], [0.71206, -1.08784, 2.30502], [1.26700, 1.13148, -0.07257], [-0.42280, 2.27173, 1.43475], [-1.01947, -1.77763, -1.24197], [1.35983, -0.97887, -0.07383], [0.71904, -1.63358, -1.83981], [0.04503, 2.31959, -1.53138], [-1.49009, 1.93074, -0.79358], [-0.76597, 0.74750, -1.89619]], "forces_ev_per_a": [[-2.157, -1.084, -0.503], [-2.584, -1.948, 1.532], [3.604, 3.235, -1.067], [3.016, -1.817, -1.017], [-3.093, 2.303, 0.213], [-0.973, -0.370, 1.386], [0.248, 0.095, 0.271], [0.163, -0.185, 0.837], [0.197, 0.296, -0.288], [0.034, -1.230, -1.964], [0.162, 0.524, -0.395], [0.119, -0.887, 0.165], [0.950, 1.297, 1.517], [0.273, -0.144, 0.052], [0.124, -0.028, -0.199], [-0.110, -0.120, -0.280], [0.028, 0.062, -0.259]], "mulliken_charge": [-1.2728, -0.5299, 0.2780, 0.7412, -0.6862, -0.9274, 0.3808, 0.4108, 0.3396, 0.1752, 0.2716, 0.3732, 0.0886, 0.3421, 0.3217, 0.3071, 0.3864]}

---

5.
{"formula": "C5H11N2", "method": "ωB97M-V/def2-TZVPD", "max_force_ev_per_a": 4.64, "total_charge": 1, "e_homo_ev": -12.86, "total_energy_ev": -8332.798, "lumo_ev": -3.881, "e_above_lowest_ev": 4.321, "mol_weight_g_mol": 99.16, "orbital_gap_ev": 9.0, "spin_multiplicity": 1, "elements": ["C", "C", "C", "C", "C", "N", "N", "H", "H", "H", "H", "H", "H", "H", "H", "H", "H", "H"], "coordinates": [[1.01474, 0.70269, 1.70342], [0.32896, 1.22343, -1.96199], [0.00455, -0.12679, -2.55294], [-0.07104, -1.46970, 2.14885], [-1.29449, 0.21677, -0.35433], [-0.66500, 0.36949, -1.40042], [0.22095, -0.22183, 1.59811], [0.88224, 1.63682, 1.24024], [1.86842, 0.54922, 2.23954], [1.31188, 1.13713, -1.46896], [0.13329, 2.17472, -2.39803], [-0.68124, -0.28371, -3.35805], [0.81815, -0.79881, -2.42440], [-1.24443, -1.55137, 2.14629], [0.27027, -1.57102, 3.17705], [0.27961, -2.30374, 1.46437], [-1.31397, 1.04711, 0.45933], [-1.86289, -0.73041, -0.25807]], "forces_ev_per_a": [[0.436, -0.648, 0.390], [1.428, -0.645, -0.174], [-0.490, 0.413, -0.480], [-1.647, -1.621, -0.110], [-1.885, 0.037, 4.238], [2.239, 1.240, -1.230], [-3.301, 0.208, -2.586], [-0.302, 1.206, -0.952], [2.665, 0.182, 1.940], [-0.696, 0.407, 0.076], [-0.686, 0.398, -0.273], [0.081, 0.139, -0.705], [0.072, -0.973, 0.242], [2.142, -0.085, 0.226], [0.234, -0.386, 0.032], [-0.176, 0.914, 0.967], [-0.397, -1.574, -1.920], [0.281, 0.785, 0.321]], "mulliken_charge": [-0.3921, -0.4497, -0.3034, -0.8302, -0.3729, 0.2000, -0.1544, 0.2640, 0.3485, 0.2575, 0.2964, 0.2875, 0.2667, 0.2240, 0.3886, 0.2987, 0.3372, 0.3337]}